P:
Molecular formula: FH3NOPS
Method: DFT, ωB97M-V/def2-TZVPD

```
8
Properties=species:S:1:pos:R:3:nbo_charge:R:1
N -0.67645 -0.96479 0.57288 -1.12
O -0.02249 0.23674 -1.52504 -0.95
F 0.04673 2.43404 0.31842 -0.76
P 0.54229 -0.05320 -0.09379 1.78
S 2.36292 -0.20801 0.56620 -0.33
H -1.59080 -1.06606 0.19986 0.43
H -0.47325 -1.53505 1.29392 0.41
H -0.18896 1.15633 -1.33244 0.55
```

Results
Spin multiplicity: 1
Frontier orbital gap (eV): 9.04

***

Q:
Molecular formula: FH3NOPS
Method: DFT, ωB97M-V/def2-TZVPD

```
8
Properties=species:S:1:pos:R:3:nbo_charge:R:1
N 1.31394 0.02037 0.58036 -1.10
O -1.96167 1.46587 -0.12246 -0.89
F 0.48998 -0.11198 -1.81209 -0.54
P 0.11987 -0.80699 -0.38014 1.59
S 0.20859 -2.72767 -0.31258 -0.34
H 1.33982 -0.08905 1.59435 0.43
H 1.29826 0.92158 0.12082 0.42
H -2.80879 1.32787 0.33175 0.43
```

Results
Spin multiplicity: 1
Frontier orbital gap (spin up / spin down) (eV): 5.71 / 5.71

***

P is the most stable structure shown above.